C5H11N | the ωB97M-V functional and the def2-TZVPD basis

Output
**SMILES string**: CC[C@H]1C[C@H]1N
**F_max**: 0.06883 hartree/bohr
**Energy relative to the best compared isomer or geometry (same formula, charge and spin)**: 60.7 kcal/mol

ORCA input file:
```
! RIJCOSX wB97M-V def2-TZVPD def2/J DEFGRID3
* xyz 0 1
H -1.37297 -2.02265 -0.78715
H 2.87616 0.11118 -0.14424
C 2.29302 -0.07705 0.82806
H -2.80285 1.40626 -1.05009
H 0.83561 -1.09590 -0.86493
H -1.77292 -1.04779 0.83459
C 0.16671 -0.48485 -0.34103
C -1.20028 0.13768 -1.09401
C -1.19445 -1.07611 -0.19174
C 0.93390 0.44097 0.58271
H -1.06394 0.09692 -2.16739
H 2.23346 -1.17703 0.86459
N -1.89640 1.29311 -0.44476
H 0.44427 0.60891 1.53599
H 0.82326 1.50667 0.32111
H 2.91356 0.38647 1.57930
H -2.21614 0.99321 0.53898
*
```

C5H11N | the ωB97M-V functional and the def2-TZVPD basis

Output
**SMILES string**: C[C@@H]1C=N1.[H][H].C=C
**F_max**: 0.00967 hartree/bohr
**Energy relative to the best compared isomer or geometry (same formula, charge and spin)**: 92.0 kcal/mol

ORCA input file:
```
! RIJCOSX wB97M-V def2-TZVPD def2/J DEFGRID3
* xyz 0 1
H -2.02750 1.88790 -0.15353
H -0.87526 -0.58529 2.35076
C -2.42817 0.87691 -0.14161
H -1.39350 0.20899 -1.86297
H 2.55159 1.30651 -1.04725
H -2.48081 -1.03452 -1.04497
C 1.21384 0.00039 0.02923
H 0.92326 -2.17241 1.14618
H -3.11954 0.63803 0.66355
H 0.50152 0.78138 0.30915
C 2.59878 0.47066 -0.34091
N 0.61205 -1.14896 -0.76517
C 0.93257 -1.35886 0.42972
H 3.15508 0.80412 0.54297
H 3.15697 -0.34493 -0.81130
C -2.08932 -0.02067 -1.06134
H -1.23155 -0.30925 1.75749
*
```

C5H11N | the ωB97M-V functional and the def2-TZVPD basis

Output
**SMILES string**: C=CC.C=CN
**F_max**: 0.12231 hartree/bohr
**Energy relative to the best compared isomer or geometry (same formula, charge and spin)**: 90.8 kcal/mol

ORCA input file:
```
! RIJCOSX wB97M-V def2-TZVPD def2/J DEFGRID3
* xyz 0 1
H 0.48949 4.56336 2.18210
H -1.33717 -3.51890 0.40260
C 0.68782 3.49437 1.91220
H 1.11301 2.82130 2.79247
H 1.38938 4.04678 -0.08771
H -1.16781 -5.55889 -2.55928
H -2.40587 -2.27745 -0.10599
C 1.73686 3.32398 0.77883
N -1.75445 -3.06705 -0.30627
C -1.65762 -4.56552 -2.51028
H 3.73629 3.62638 0.55448
H -0.23924 3.08224 1.45591
C -2.02745 -3.60733 -1.61211
H -2.07948 -4.45671 -3.48925
C 3.00904 2.92815 0.95963
H 3.35808 2.23957 1.78542
H -2.85088 -3.07429 -2.15273
*
```

C5H11N | the ωB97M-V functional and the def2-TZVPD basis

Output
**SMILES string**: CC/C=C/CN
**F_max**: 0.02334 hartree/bohr
**Energy relative to the best compared isomer or geometry (same formula, charge and spin)**: 16.5 kcal/mol

ORCA input file:
```
! RIJCOSX wB97M-V def2-TZVPD def2/J DEFGRID3
* xyz 0 1
H -1.96579 -1.37867 0.04049
N 2.36187 0.89582 -0.15048
H -2.48957 0.54414 1.48222
H -3.81108 0.27727 0.31927
H 1.95542 1.52801 0.54478
C 2.03671 -0.46771 0.21667
C -1.82275 -0.38307 -0.40716
H 3.36554 1.06251 -0.12658
C -2.73945 0.54275 0.39832
C 0.56620 -0.78935 0.15638
H 2.50783 -1.16094 -0.52551
C -0.36506 -0.01811 -0.40440
H 2.38662 -0.78387 1.22473
H -2.61788 1.58284 0.03757
H -2.18099 -0.41848 -1.43967
H 0.30462 -1.74873 0.59715
H -0.04178 0.91809 -0.86001
*
```

C5H11N | the ωB97M-V functional and the def2-TZVPD basis

Output
**SMILES string**: CCN1C[C@H]1C
**F_max**: 0.00500 hartree/bohr
**Energy relative to the best compared isomer or geometry (same formula, charge and spin)**: 27.4 kcal/mol

ORCA input file:
```
! RIJCOSX wB97M-V def2-TZVPD def2/J DEFGRID3
* xyz 0 1
H -1.18584 0.35988 0.88261
H -0.27407 -1.46212 -1.67052
H 0.48471 -1.59910 1.28086
H -1.30518 -1.91416 -0.30371
C -0.80935 1.90504 -0.66510
C -0.29018 -1.98540 -0.70936
C -0.37914 0.88039 0.35875
H 0.01105 2.04914 -1.37404
C 0.72950 -1.34863 0.23260
H -0.07275 -3.04155 -0.89190
H -1.68222 1.55173 -1.22524
C 0.88635 0.98709 1.13047
H -1.05896 2.87254 -0.21731
H 1.73383 -1.74301 0.03681
H 1.54462 1.84420 0.99932
H 0.88766 0.55764 2.13469
N 0.77996 0.08631 0.00106
*
```

C5H11N | the ωB97M-V functional and the def2-TZVPD basis

Output
**SMILES string**: CN1CCCC1
**F_max**: 0.01084 hartree/bohr
**Energy relative to the best compared isomer or geometry (same formula, charge and spin)**: 10.8 kcal/mol

ORCA input file:
```
! RIJCOSX wB97M-V def2-TZVPD def2/J DEFGRID3
* xyz 0 1
C -0.49940 0.60006 1.05116
H 1.61670 0.18103 1.09658
H -0.70758 -0.98669 -1.76921
H 0.14134 2.39562 -0.75860
C 0.67669 -0.36509 1.19171
C 0.10261 1.38544 -1.16082
C 0.45418 -1.37988 0.05146
H 1.13515 1.00762 -1.11226
H 0.72497 -0.82631 2.17787
N -0.84330 0.60243 -0.37589
H -0.32314 1.61144 1.43495
H -1.70015 -1.28217 -0.35217
H -1.38560 0.23837 1.57261
H 1.30170 -1.42188 -0.63250
C -0.77110 -0.82708 -0.69386
H 0.31272 -2.37659 0.47210
H -0.23579 1.44370 -2.19311
*
```

C5H11N | the ωB97M-V functional and the def2-TZVPD basis

Output
**F_max**: 0.09309 hartree/bohr
**Energy relative to the best compared isomer or geometry (same formula, charge and spin)**: 256.4 kcal/mol

ORCA input file:
```
! RIJCOSX wB97M-V def2-TZVPD def2/J DEFGRID3
* xyz 0 1
H 2.25629 -0.26965 -1.20717
H 1.85164 -0.55702 1.20157
C -0.09494 0.24901 -0.94128
H -0.27515 -0.86561 -1.72411
H 0.55139 -1.62942 2.10324
C -0.26719 -0.58005 0.43302
H -0.83084 2.15337 -0.60483
H -2.03281 -0.00664 0.43955
H 1.43897 0.76830 -2.41586
C 1.48234 0.54370 -1.33654
C 0.80718 -1.06250 1.16626
C -1.32604 -0.06067 1.27026
H 1.82022 1.33706 -0.66357
H -1.77431 -1.28643 -0.52300
H -1.42449 -0.84936 1.95731
H -1.12364 0.86923 1.74071
N -1.05861 1.24672 -0.89556
*
```

C5H11N | the ωB97M-V functional and the def2-TZVPD basis

Output
**SMILES string**: CN1CC1(C)C
**F_max**: 0.01304 hartree/bohr
**Energy relative to the best compared isomer or geometry (same formula, charge and spin)**: 32.7 kcal/mol

ORCA input file:
```
! RIJCOSX wB97M-V def2-TZVPD def2/J DEFGRID3
* xyz 0 1
H 0.49871 1.28792 1.60637
H -0.59494 1.83409 -0.71237
H -2.08481 -1.46496 0.72655
H 0.62783 -0.36552 2.36318
H -0.57588 -2.40353 0.62201
H 2.01333 -0.14119 -1.56602
N 1.10134 -0.36851 0.26840
C 1.77633 0.47411 -0.69256
C -1.12256 -1.54887 0.21069
H 1.11579 1.27890 -1.01830
H -1.32881 -1.77060 -0.84432
H 2.69524 0.90554 -0.29064
H -1.17803 0.46313 -1.62317
H -2.02962 1.01996 -0.17157
C -1.04282 0.83604 -0.59749
C -0.34653 -0.24443 0.27461
C 0.47544 0.20792 1.44462
*
```

C5H11N2 | the ωB97M-V functional and the def2-TZVPD basis

Output
**F_max**: 0.06781 hartree/bohr
**Energy relative to the best compared isomer or geometry (same formula, charge and spin)**: 114.5 kcal/mol

ORCA input file:
```
! RIJCOSX wB97M-V def2-TZVPD def2/J DEFGRID3
* xyz 1 1
H 0.50559 1.79915 -0.43589
C -0.55287 0.44116 -1.71331
H -1.38316 0.37619 1.63520
N 0.10695 1.68122 -1.36365
N -1.21566 -0.52323 1.18928
H 1.10314 -0.94054 -1.23917
C 0.97570 0.65915 1.12355
H -0.21230 -2.41616 1.31060
H -1.63013 0.42369 -1.53021
C 0.13116 -0.30576 0.54441
H 0.25248 -1.21521 2.62648
H 0.57007 1.04989 2.06268
H -0.40061 0.18003 -2.76397
H 0.26185 2.13533 -2.25160
C -0.16588 -1.39151 1.63870
H -0.47657 -1.67383 -0.94545
H 2.04192 0.47144 0.98956
C 0.08832 -0.75101 -0.87722
*
```

C5H11N2 | the ωB97M-V functional and the def2-TZVPD basis

Output
**F_max**: 0.11085 hartree/bohr
**Energy relative to the best compared isomer or geometry (same formula, charge and spin)**: 42.3 kcal/mol

ORCA input file:
```
! RIJCOSX wB97M-V def2-TZVPD def2/J DEFGRID3
* xyz 2 2
H 1.67668 -0.40102 1.86271
C 0.18587 0.75704 -3.31622
N 0.93892 -1.11442 1.54209
H -1.07709 -1.63846 1.48712
H 1.13036 -2.09016 2.05834
H -1.36061 0.06873 -1.07184
H -0.74402 -0.84722 2.88274
C -0.59943 0.51722 -0.39914
H -0.38848 1.33838 1.70088
H -1.92845 0.66489 1.15806
C -0.51711 -0.75419 1.83869
N 0.88547 0.20250 -2.34480
C -0.85804 0.48491 1.15208
H 1.13712 1.43866 -0.46892
C 0.53643 0.70125 -1.04313
H -0.57800 1.51727 -3.18763
H 0.41027 0.47201 -4.39868
H 1.15012 -1.31741 0.54766
*
```

C5H11N2O | the ωB97M-V functional and the def2-TZVPD basis

Output
**F_max**: 0.04792 hartree/bohr
**Energy relative to the best compared isomer or geometry (same formula, charge and spin)**: 138.5 kcal/mol

ORCA input file:
```
! RIJCOSX wB97M-V def2-TZVPD def2/J DEFGRID3
* xyz 0 2
H -3.15325 -0.25184 1.88149
H 0.07923 -0.92519 -1.94545
C -1.00498 -0.29248 1.78153
H -0.55433 -1.19724 2.15153
C -0.68130 0.29410 0.59674
O 2.34731 0.24723 -3.25196
H 2.82736 -0.04525 -1.32321
H -2.39102 0.55427 3.12321
H 1.55363 -1.65370 1.19495
N -1.32331 1.44413 0.10029
H 1.22828 -0.83177 0.55450
C 2.10448 -0.38121 -2.08871
C 0.56322 -0.03868 -0.03534
H 0.22698 0.74769 -1.96782
H 2.32175 -1.45171 -2.14775
H -0.65203 2.10695 -0.25544
C 0.69824 -0.12839 -1.50601
H -1.91184 1.84901 0.81354
N -2.27844 -0.04591 2.32388
*
```

C5H11N2O | the ωB97M-V functional and the def2-TZVPD basis

Output
**F_max**: 0.12812 hartree/bohr
**Energy relative to the best compared isomer or geometry (same formula, charge and spin)**: 168.2 kcal/mol

ORCA input file:
```
! RIJCOSX wB97M-V def2-TZVPD def2/J DEFGRID3
* xyz 1 1
H 0.77446 -0.45291 2.51167
O 0.48196 -0.85947 -0.64775
H 1.65150 -1.99376 -2.80207
H -1.29753 1.05013 2.89517
H 0.81536 2.07844 1.64892
C 0.88600 -0.95751 0.55177
H 1.45135 -2.06307 -4.51084
C 0.18236 1.32148 1.18109
H 3.01870 -1.87605 -3.82976
C 0.63202 -0.01092 1.56081
N 2.02307 -2.10493 -3.70474
C -2.30226 0.50810 0.08911
H 0.02392 1.45609 0.05410
H -3.12582 -0.23738 -0.09749
H 1.41046 -1.92939 0.75941
H -1.37584 2.65156 2.03780
C -1.18525 1.56807 1.91430
H -1.71977 0.78432 -0.85898
N -2.34469 1.06720 1.24748
*
```

C5H11N2O | the ωB97M-V functional and the def2-TZVPD basis

Output
**F_max**: 0.04787 hartree/bohr
**Energy relative to the best compared isomer or geometry (same formula, charge and spin)**: 91.9 kcal/mol

ORCA input file:
```
! RIJCOSX wB97M-V def2-TZVPD def2/J DEFGRID3
* xyz 1 1
H -2.39280 0.05769 1.38522
H 0.93986 1.65606 -1.53431
H 1.77287 -0.62503 -1.50047
N 1.45464 -2.47476 0.36209
C 1.08230 -0.31627 -0.72125
H 1.73892 1.61324 -0.09164
H -0.61641 2.51358 0.24656
H 2.02662 -2.76263 -0.42216
H 1.74663 -2.91470 1.22733
C 1.16375 -1.15331 0.51273
C -1.49589 0.55260 -0.42126
O 0.85653 -0.74523 1.61830
H -3.33864 -0.17037 0.05247
C -0.39246 1.45265 0.16874
H -0.19785 1.21169 1.20512
N -2.57232 0.36826 0.43816
H -1.79642 1.01952 -1.35273
H -0.85138 -0.40850 -0.59399
C 0.87205 1.12550 -0.57887
*
```

C5H11N2O | the ωB97M-V functional and the def2-TZVPD basis

Output
**SMILES string**: C=C[C@@](C)(O)C(N)=[NH2+]
**F_max**: 0.08974 hartree/bohr
**Energy relative to the best compared isomer or geometry (same formula, charge and spin)**: 46.2 kcal/mol

ORCA input file:
```
! RIJCOSX wB97M-V def2-TZVPD def2/J DEFGRID3
* xyz 1 1
H -1.27453 -0.24165 1.71628
C -0.97325 0.51281 -0.02607
C 1.45487 0.06933 1.83555
H -0.29889 1.60122 -1.57725
H 1.02658 0.06981 -1.95026
C 0.13749 -0.49178 -0.18653
C 1.47399 -0.11561 0.49765
C 0.44269 -0.76181 -1.64989
H -0.78148 -2.16076 -0.00232
H -1.87390 2.11718 -1.07118
H -2.26939 1.22807 1.37036
N -1.62821 0.48949 1.13249
H 0.50972 0.04239 2.35791
H 2.35290 0.34804 2.31819
H 2.27884 -0.13842 -0.15353
O -0.32352 -1.58742 0.54094
H 1.15163 -1.59205 -1.82589
H -0.32698 -0.78313 -2.36692
N -1.07857 1.39430 -0.95953
*
```